[1]
Molecular formula: C24H29BF2I2IrN3S
Method: DFT, ωB97M-V with the def2-TZVPD basis set

Positions of all 63 atoms, in Å:
Ir -0.116 0.509 -0.910
I -2.477 2.234 0.204
C -2.459 3.841 -1.206
I -1.140 3.472 -2.879
H -2.126 4.730 -0.678
H -3.472 3.967 -1.579
C 3.761 -0.431 0.259
C 3.590 1.025 0.450
C 4.744 1.823 0.464
C 4.652 3.202 0.516
C 3.401 3.806 0.588
C 2.221 3.056 0.586
C 0.911 3.745 0.682
C 2.310 1.640 0.557
N 1.154 0.871 0.685
C 1.040 -0.009 1.726
C 1.876 0.135 2.951
C 0.075 -1.022 1.665
C -0.078 -1.984 2.796
N -0.628 -1.164 0.536
C -1.753 -1.918 0.358
C -2.943 -1.659 1.086
C -3.025 -0.632 2.151
C -4.082 -2.426 0.803
C -4.076 -3.416 -0.171
C -2.902 -3.696 -0.855
C -1.732 -2.967 -0.603
C -0.468 -3.372 -1.262
H 4.330 -0.610 -0.659
H 2.820 -0.972 0.201
H 4.385 -0.841 1.058
H 5.710 1.343 0.410
H 5.543 3.810 0.490
H 3.339 4.879 0.681
H 1.040 4.821 0.746
H 0.356 3.412 1.560
H 0.315 3.516 -0.203
H 2.575 0.965 2.878
H 2.430 -0.785 3.143
H 1.254 0.298 3.835
H 0.848 -2.540 2.945
H -0.875 -2.696 2.601
H -0.279 -1.458 3.728
H -2.192 0.070 2.146
H -3.059 -1.122 3.130
H -3.963 -0.079 2.078
H -4.984 -2.233 1.361
H -4.970 -3.985 -0.376
H -2.871 -4.499 -1.580
H -0.652 -3.760 -2.263
H -0.027 -4.205 -0.699
H 0.266 -2.565 -1.288
S -3.190 -1.109 -3.919
C -1.602 -1.466 -4.448
C -0.683 -0.969 -3.580
N -1.217 -0.322 -2.500
C -2.535 -0.338 -2.557
H -1.420 -2.011 -5.354
H 0.382 -1.063 -3.698
H -3.171 0.092 -1.804
F 1.997 2.142 -2.386
B 1.543 0.953 -2.087
F 2.299 -0.036 -2.509

Calculated values
2S+1   2
<S²>   0.8777
ΔE to the lowest compared entry with this formula, charge and spin   2.8217 eV
Total charge   +3
LUMO (alpha / beta)   -12.0 / -12.8 eV



[2]
Molecular formula: C21H28AsN2ORuS4Sb
Method: DFT, ωB97M-V with the def2-TZVPD basis set

Positions of all 59 atoms, in Å:
Ru 0.028 -0.017 0.180
C 5.205 3.754 -1.072
C 4.932 3.063 0.257
N 4.302 1.742 0.087
C 5.229 0.603 0.076
C 5.475 0.042 1.470
C 2.972 1.624 -0.040
S 2.347 0.002 -0.195
N 2.315 2.787 -0.084
C 1.001 2.936 -0.041
O 0.109 2.069 0.179
C 0.490 4.337 -0.171
C 1.365 5.413 -0.291
C 0.870 6.702 -0.427
C -0.501 6.922 -0.443
C -1.380 5.853 -0.321
C -0.886 4.563 -0.184
H 5.719 4.704 -0.908
H 4.266 3.948 -1.591
H 5.836 3.132 -1.713
H 4.295 3.678 0.886
H 5.864 2.889 0.795
H 6.159 0.964 -0.363
H 4.844 -0.168 -0.582
H 5.847 0.817 2.145
H 6.215 -0.761 1.432
H 4.549 -0.363 1.880
H 2.432 5.226 -0.281
H 1.554 7.536 -0.522
H -0.886 7.929 -0.549
H -2.449 6.024 -0.337
H -1.557 3.717 -0.094
S -2.754 -2.439 2.499
Sb -2.473 -2.229 0.272
S -2.213 0.205 -0.119
S 0.028 -2.230 -0.020
C -1.560 0.920 3.602
As 0.003 0.099 2.812
C 1.354 1.418 3.290
C 0.448 -1.376 4.023
C 0.312 -1.003 5.468
C -0.909 -1.183 6.117
C -1.071 -0.805 7.442
C -0.011 -0.246 8.145
C 1.214 -0.070 7.511
C 1.371 -0.444 6.183
H -1.356 1.180 4.638
H -2.394 0.226 3.533
H -1.786 1.815 3.025
H 1.287 1.663 4.348
H 1.182 2.315 2.700
H 2.345 1.029 3.062
H 1.457 -1.687 3.764
H -0.239 -2.169 3.744
H -1.739 -1.618 5.568
H -2.028 -0.951 7.930
H -0.135 0.044 9.181
H 2.051 0.354 8.054
H 2.331 -0.310 5.694

Calculated values
2S+1   5
<S²>   6.0413
ΔE to the lowest compared entry with this formula, charge and spin   0.0000 eV
LUMO (alpha / beta)   -0.2 / -2.1 eV



[3]
Molecular formula: C16H14AuIN2O2
Method: DFT, ωB97M-V with the def2-TZVPD basis set

Positions of all 36 atoms, in Å:
Au -0.486 -0.078 0.075
O -0.589 -0.478 -1.991
C -0.488 -1.681 -2.465
C -1.156 -1.965 -3.682
C -1.029 -3.176 -4.310
C -0.244 -4.197 -3.754
C 0.400 -3.964 -2.569
C 0.303 -2.729 -1.897
C 1.045 -2.583 -0.688
N 1.060 -1.549 0.068
C 1.899 -1.447 1.245
C 1.105 -0.820 2.390
N 0.431 0.369 1.913
C 0.619 1.550 2.377
C -0.014 2.750 1.947
C 0.356 3.944 2.612
C -0.205 5.149 2.306
C -1.193 5.202 1.307
C -1.582 4.072 0.644
C -0.999 2.801 0.913
O -1.437 1.806 0.219
H -1.761 -1.171 -4.098
H -1.552 -3.352 -5.242
H -0.153 -5.151 -4.254
H 1.008 -4.745 -2.125
H 1.660 -3.439 -0.400
H 2.744 -0.795 1.001
H 2.285 -2.423 1.550
H 1.771 -0.598 3.228
H 0.340 -1.528 2.721
H 1.327 1.665 3.200
H 1.105 3.888 3.396
H 0.097 6.048 2.827
H -1.654 6.151 1.058
H -2.346 4.094 -0.121
I -2.665 -1.618 0.600

Calculated values
ΔE to the lowest compared entry with this formula, charge and spin   0.9287 eV
LUMO (alpha / beta)   -1.8 / -2.2 eV



[4]
Molecular formula: C18H26N2S
Method: DFT, ωB97M-V with the def2-TZVPD basis set

Positions of all 47 atoms, in Å:
C -3.350 -1.934 -1.931
C -2.792 -2.719 -0.981
C -2.865 -2.396 0.498
C -1.453 -2.346 1.121
C -1.672 -2.216 2.582
N -1.847 -2.150 3.721
C -0.765 -1.113 0.531
C 0.687 -0.902 1.068
N 1.052 0.535 1.009
C 0.959 1.142 -0.334
C 1.661 0.322 -1.406
C 1.562 2.599 -0.410
C 0.922 3.489 0.628
C 1.174 2.807 2.008
C 0.581 1.395 2.119
C 1.012 0.831 3.462
C -0.777 -3.719 0.840
C 0.131 -3.941 -0.210
C 0.631 -5.305 -0.227
C 0.071 -6.134 0.719
S -1.030 -5.220 1.714
H -3.856 -0.996 -1.722
H -3.332 -2.216 -3.007
H -2.383 -3.679 -1.264
H -3.401 -1.449 0.690
H -3.413 -3.224 0.984
H -1.375 -0.268 0.795
H -0.702 -1.197 -0.554
H 1.406 -1.465 0.491
H 0.822 -1.246 2.079
H -0.090 1.182 -0.589
H 1.892 0.910 -2.299
H 2.630 -0.078 -0.986
H 1.053 -0.519 -1.756
H 2.625 2.534 -0.240
H 1.335 2.994 -1.431
H -0.169 3.565 0.452
H 1.351 4.492 0.619
H 0.736 3.448 2.754
H 2.217 2.748 2.276
H -0.492 1.435 2.058
H 0.331 0.102 3.780
H 1.089 1.584 4.249
H 1.963 0.325 3.368
H 0.433 -3.206 -0.967
H 1.361 -5.621 -0.947
H 0.192 -7.204 0.783

Calculated values
ΔE to the lowest compared entry with this formula, charge and spin   3.0092 eV
LUMO   0.7 eV
Structure (SMILES)   C=CC[C@](C#N)(CCN1[C@H](C)CCC[C@@H]1C)c1cccs1



[5]
Molecular formula: C10H12NS
Method: DFT, ωB97M-V with the def2-TZVPD basis set

Positions of all 24 atoms, in Å:
C 3.217 -1.061 0.213
C 2.559 -1.724 -0.775
C 2.601 -0.057 0.917
C 1.309 -1.227 -1.207
C 1.353 0.441 0.546
C 0.645 -0.207 -0.440
C -2.979 0.162 -0.308
C -1.016 1.685 -0.626
C -0.520 0.431 -1.034
C -1.886 0.901 0.355
N -1.306 0.690 1.523
S -3.891 -1.185 0.232
H 4.239 -1.456 0.564
H 2.988 -2.470 -1.435
H 3.192 0.475 1.668
H 0.774 -1.645 -2.130
H 0.827 1.253 1.144
H -3.263 0.539 -1.292
H -0.250 2.256 -0.147
H -1.487 2.182 -1.413
H -0.864 -0.154 -2.005
H -1.116 1.479 2.135
H -3.612 -1.257 1.453
H -1.514 -0.053 2.063

Calculated values
ΔE to the lowest compared entry with this formula, charge and spin   3.0044 eV
Total charge   +1
LUMO (alpha / beta)   -5.0 / -5.0 eV



[6]
Molecular formula: C33H41BF2MgP3
Method: DFT, ωB97M-V with the def2-TZVPD basis set

Positions of all 81 atoms, in Å:
Mg -0.375 1.225 -0.496
C 0.097 -2.366 1.345
C 1.386 -1.516 1.345
P 1.710 -0.044 2.427
C 0.320 1.150 2.138
C -1.056 0.874 2.076
C -2.002 1.893 2.097
C -1.598 3.220 2.171
C -0.244 3.521 2.194
C 0.699 2.501 2.173
C 1.340 -0.685 4.102
C 0.075 -0.891 4.655
C -0.059 -1.435 5.922
C 1.066 -1.788 6.656
C 2.328 -1.586 6.121
C 2.461 -1.033 4.855
C -0.414 -2.599 -0.100
P -1.392 -1.197 -0.729
C -1.633 -1.564 -2.501
C -2.896 -1.621 -3.082
C -3.029 -1.844 -4.447
C -1.906 -2.013 -5.241
C -0.641 -1.958 -4.669
C -0.510 -1.731 -3.309
C -3.038 -1.339 0.000
C -3.844 -0.200 -0.053
C -5.148 -0.246 0.415
C -5.644 -1.424 0.957
C -4.843 -2.554 1.026
C -3.542 -2.517 0.544
H -0.678 -1.924 1.973
H 0.302 -3.336 1.799
H 1.574 -1.161 0.332
H 2.249 -2.145 1.591
H -1.419 -0.146 2.049
H -3.055 1.643 2.067
H -2.338 4.008 2.190
H 0.085 4.551 2.226
H 1.754 2.747 2.226
H -0.819 -0.615 4.117
H -1.046 -1.582 6.341
H 0.958 -2.211 7.646
H 3.209 -1.847 6.691
H 3.451 -0.857 4.449
H -0.989 -3.520 -0.213
H 0.434 -2.697 -0.782
H -3.783 -1.494 -2.476
H -4.016 -1.889 -4.887
H -2.012 -2.189 -6.303
H 0.240 -2.094 -5.283
H 0.483 -1.693 -2.877
H -3.453 0.722 -0.479
H -5.776 0.633 0.357
H -6.660 -1.461 1.328
H -5.233 -3.469 1.452
H -2.932 -3.409 0.599
C 2.784 3.530 -0.591
C 3.263 2.105 -0.873
P 1.998 1.099 -1.729
C 2.888 -0.417 -2.307
C 4.412 -0.344 -2.392
C 1.631 2.010 -3.272
C 2.807 2.296 -4.201
H 3.532 4.076 -0.018
H 1.846 3.547 -0.030
H 2.608 4.087 -1.512
H 3.496 1.587 0.063
H 4.176 2.122 -1.468
H 2.470 -0.649 -3.289
H 2.610 -1.248 -1.658
H 4.751 0.468 -3.033
H 4.801 -1.276 -2.804
H 4.862 -0.209 -1.409
H 1.141 2.937 -2.963
H 0.859 1.431 -3.791
H 3.593 2.860 -3.697
H 2.475 2.890 -5.052
H 3.245 1.379 -4.594
F -2.598 3.413 -1.469
B -1.300 3.208 -1.215
F -0.545 4.301 -1.421

Calculated values
ΔE to the lowest compared entry with this formula, charge and spin   0.0000 eV
Total charge   +1
LUMO   -2.3 eV



[7]
Molecular formula: C13H12ClF3N4O4S
Method: DFT, ωB97M-V with the def2-TZVPD basis set

Positions of all 38 atoms, in Å:
C -1.049 -1.824 3.711
C -1.101 -0.315 3.297
C -1.325 0.371 4.690
N 0.174 0.149 2.787
C 0.372 0.547 1.442
N -0.693 0.550 0.655
C -0.589 0.553 -0.651
C -1.675 0.212 -1.454
C -1.473 0.279 -2.822
Cl -2.659 -0.393 -3.946
C -0.325 0.960 -3.321
N -0.452 1.212 -4.759
O 0.320 0.518 -5.475
O -1.233 2.037 -5.158
C 0.782 1.459 -2.404
C 1.910 2.386 -2.920
F 2.013 3.513 -2.049
F 1.748 2.977 -4.091
F 3.118 1.718 -2.744
C 0.680 1.143 -1.070
N 1.814 1.171 -0.342
C 1.681 0.808 0.966
S 3.036 0.815 2.286
C 4.696 0.677 1.585
O 2.935 2.072 3.063
O 2.875 -0.299 3.282
H -1.956 -2.105 4.215
H -0.122 -1.932 4.378
H -0.914 -2.533 2.939
H -1.903 -0.205 2.591
H -0.589 0.080 5.486
H -2.319 0.226 5.096
H -1.253 1.453 4.408
H 1.069 0.057 3.316
H -2.519 -0.418 -1.114
H 4.841 1.531 0.918
H 4.768 -0.165 0.974
H 5.428 0.822 2.346

Calculated values
LUMO   -2.0 eV
Structure (SMILES)   CC(C)Nc1nc2cc(Cl)c([N+](=O)[O-])c(C(F)(F)F)c2nc1S(C)(=O)=O



[8]
Molecular formula: C21H25AsF2N2ORuS
Method: DFT, ωB97M-V with the def2-TZVPD basis set

Positions of all 54 atoms, in Å:
Ru -0.886 -1.200 0.060
O -0.607 -3.033 0.917
N -1.406 -3.150 2.050
C -1.715 -4.419 2.486
C -2.538 -4.595 3.654
C -2.990 -3.508 4.299
C -2.646 -2.181 3.814
C -1.869 -1.979 2.711
S -1.499 -0.311 2.191
H -1.312 -5.240 1.912
H -2.767 -5.598 3.976
H -3.610 -3.581 5.179
H -3.030 -1.331 4.363
N -2.284 7.952 -4.189
C -2.124 6.910 -3.705
C -1.928 5.621 -3.107
C -2.706 4.532 -3.513
C -2.514 3.275 -2.929
C -1.543 3.100 -1.936
C -0.765 4.191 -1.531
C -0.956 5.448 -2.114
C -1.346 1.810 -1.338
C -1.182 0.738 -0.840
H -3.466 4.653 -4.284
H -3.127 2.436 -3.255
H -0.005 4.071 -0.760
H -0.344 6.287 -1.789
F -3.823 -0.855 0.375
C -3.004 -1.708 -0.338
F -3.246 -3.011 0.052
H -3.213 -1.601 -1.422
C 3.662 -1.131 2.553
C 3.332 -0.095 1.489
As 1.664 -0.589 0.538
C 2.272 -2.191 -0.496
C 3.646 -2.132 -1.150
C 1.556 0.917 -0.774
C 2.861 1.420 -1.380
H 4.583 -0.827 3.095
H 3.832 -2.123 2.088
H 2.827 -1.206 3.281
H 4.179 -0.003 0.783
H 3.174 0.889 1.981
H 1.504 -2.425 -1.263
H 2.292 -3.031 0.230
H 3.680 -1.388 -1.957
H 3.861 -3.117 -1.617
H 4.438 -1.934 -0.402
H 1.118 1.770 -0.212
H 0.843 0.639 -1.578
H 3.564 1.750 -0.589
H 2.641 2.299 -2.022
H 3.338 0.669 -2.021
H -0.416 -1.885 -1.569

Calculated values
2S+1   6
<S²>   8.8006
ΔE to the lowest compared entry with this formula, charge and spin   0.3959 eV
Total charge   -1
LUMO (alpha / beta)   2.4 / 0.9 eV



| no. | largest force on an atom (eV/A) | calculated total energy (a.u.) |
| --- | --- | --- |
| 1 | 4.47 | -2417.73520 |
| 2 | 0.80 | -5165.50433 |
| 3 | 2.58 | -1311.41195 |
| 4 | 2.27 | -1209.11969 |
| 5 | 4.87 | -840.83833 |
| 6 | 0.38 | -2730.77311 |
| 7 | 6.03 | -2180.33729 |
| 8 | 3.68 | -3928.23544 |